Record 1
{"formula": "C11H8NNa", "method": "ωB97M-V/def2-TZVPD", "symbols": ["Na", "C", "C", "C", "C", "N", "C", "C", "C", "C", "C", "C", "C", "H", "H", "H", "H", "H", "H", "H", "H"], "coordinates": [[-2.74, -1.21, 0.65], [-1.40, 3.20, 0.58], [-0.07, 3.06, 0.22], [0.45, 1.81, 0.00], [-0.35, 0.66, 0.13], [-1.64, 0.81, 0.48], [-2.13, 2.03, 0.69], [0.19, -0.73, -0.10], [1.54, -0.86, -0.46], [2.10, -2.10, -0.69], [1.30, -3.23, -0.55], [-0.03, -3.09, -0.19], [-0.65, -1.85, 0.05], [-1.86, 4.16, 0.76], [0.56, 3.94, 0.11], [1.49, 1.72, -0.28], [-3.18, 2.08, 0.97], [2.19, 0.00, -0.58], [3.14, -2.19, -0.97], [1.72, -4.22, -0.73], [-0.62, -4.00, -0.09]], "orbital_gap_ev": 6.74, "homo_energy_ha": -0.2612, "lumo_energy_ev": -0.4}

Record 2
{"formula": "C37H35CeO3P2S", "method": "ωB97M-V/def2-TZVPD", "symbols": ["C", "C", "C", "C", "C", "C", "P", "C", "C", "C", "C", "C", "C", "Ce", "P", "C", "C", "C", "C", "C", "C", "C", "C", "C", "C", "C", "C", "C", "C", "C", "C", "C", "C", "C", "C", "C", "C", "C", "C", "H", "H", "H", "H", "H", "H", "H", "H", "H", "H", "H", "H", "H", "H", "H", "H", "H", "H", "H", "H", "H", "H", "H", "H", "H", "H", "H", "H", "H", "H", "H", "H", "C", "S", "O", "O", "O", "H", "H", "H"], "coordinates": [[-2.08, -0.11, -2.01], [-1.49, 1.10, -1.61], [-0.86, 1.91, -2.57], [-0.95, 1.58, -3.92], [-1.67, 0.46, -4.33], [-2.21, -0.40, -3.37], [-1.32, 1.50, 0.17], [-1.24, 3.33, 0.33], [0.01, 3.98, 0.46], [0.05, 5.38, 0.53], [-1.12, 6.14, 0.47], [-2.36, 5.49, 0.36], [-2.41, 4.10, 0.29], [1.35, 0.94, 1.14], [1.25, -1.47, -0.16], [1.91, -0.71, -1.69], [1.68, -1.39, -2.89], [1.95, -0.76, -4.11], [2.55, 0.50, -4.13], [2.87, 1.14, -2.93], [2.59, 0.53, -1.69], [2.74, -1.78, 0.92], [2.51, -2.19, 2.26], [3.60, -2.38, 3.10], [4.90, -2.17, 2.65], [5.13, -1.75, 1.34], [4.06, -1.56, 0.46], [0.27, -2.95, -0.29], [-1.02, -2.97, 0.29], [-1.80, -4.12, 0.17], [-1.30, -5.24, -0.50], [-0.01, -5.23, -1.04], [0.78, -4.08, -0.93], [-2.93, 0.99, 0.89], [-4.11, 0.93, 0.14], [-5.30, 0.53, 0.76], [-5.32, 0.18, 2.11], [-4.14, 0.23, 2.86], [-2.95, 0.63, 2.26], [1.48, -2.38, 2.59], [3.43, -2.73, 4.13], [5.74, -2.34, 3.31], [6.14, -1.59, 0.98], [4.22, -1.27, -0.58], [1.30, -2.41, -2.83], [1.70, -1.26, -5.05], [2.80, 0.97, -5.08], [3.37, 2.11, -2.94], [3.03, 0.97, -0.77], [-1.38, -2.09, 0.83], [-2.80, -4.15, 0.61], [-1.92, -6.14, -0.60], [0.39, -6.10, -1.54], [1.80, -4.06, -1.33], [-4.11, 1.21, -0.91], [-6.21, 0.50, 0.16], [-6.26, -0.12, 2.59], [-4.15, -0.02, 3.91], [-2.02, 0.68, 2.82], [0.96, 3.41, 0.45], [1.02, 5.88, 0.63], [-1.08, 7.23, 0.50], [-3.28, 6.07, 0.30], [-3.37, 3.60, 0.16], [-0.33, 2.81, -2.24], [-0.48, 2.23, -4.66], [-1.79, 0.23, -5.39], [-2.73, -1.32, -3.66], [-2.48, -0.80, -1.26], [-0.11, -1.88, -4.12], [-0.55, -2.16, -3.56], [2.02, -0.10, 5.18], [1.50, 1.25, 4.11], [1.17, 2.39, 4.91], [2.60, 1.46, 3.09], [0.35, 0.71, 3.26], [3.11, -0.01, 5.33], [1.80, -1.08, 4.74], [1.50, -0.02, 6.14]], "charge": 2, "orbital_gap_ev": [7.56, 7.67], "homo_energy_ha": [-0.5080, -0.5084], "lumo_energy_ev": [-6.3, -6.2], "multiplicity": 2, "s_squared": 0.75}

Record 3
{"formula": "C5H10NO", "method": "ωB97M-V/def2-TZVPD", "symbols": ["C", "C", "C", "C", "C", "N", "O", "H", "H", "H", "H", "H", "H", "H", "H", "H", "H"], "coordinates": [[-1.42, 0.80, 0.74], [-0.51, -0.30, 1.28], [0.63, -0.20, 0.28], [1.79, 0.41, 0.67], [0.80, -0.64, -2.03], [0.32, -0.96, -0.72], [-2.15, 0.50, -0.31], [-1.98, 1.23, 1.57], [-0.63, 1.59, 0.37], [-0.27, -0.17, 2.32], [-1.07, -1.36, 1.11], [-2.82, -0.29, -0.11], [2.81, 0.48, 0.10], [1.87, 0.61, 1.78], [0.05, -0.65, -2.81], [1.48, -1.43, -2.13], [1.10, 0.37, -2.10]], "charge": 1, "orbital_gap_ev": [7.06, 7.19], "homo_energy_ha": [-0.5388, -0.5405], "lumo_energy_ev": [-7.6, -7.5]}

Record 4
{"formula": "C23H21N", "method": "ωB97M-V/def2-TZVPD", "symbols": ["C", "C", "C", "N", "C", "C", "C", "C", "C", "C", "H", "H", "H", "H", "H", "H", "H", "H", "C", "C", "C", "C", "C", "C", "C", "C", "C", "C", "C", "C", "C", "C", "H", "H", "H", "H", "H", "H", "H", "H", "H", "H", "H", "H", "H"], "coordinates": [[2.76, 1.56, -0.19], [1.93, 0.58, 0.57], [1.06, 1.11, 1.54], [0.34, 1.58, 2.35], [2.31, -0.80, 0.69], [3.11, -1.45, -0.31], [3.41, -2.80, -0.21], [2.97, -3.55, 0.89], [2.21, -2.94, 1.89], [1.87, -1.59, 1.79], [3.38, 1.08, -0.95], [2.11, 2.31, -0.68], [3.42, 2.12, 0.50], [3.45, -0.87, -1.17], [3.98, -3.28, -1.00], [3.23, -4.61, 0.97], [1.86, -3.51, 2.74], [1.27, -1.12, 2.57], [-3.91, -3.19, 1.27], [-3.00, -2.16, 0.69], [-1.75, -2.53, 0.18], [-0.90, -1.59, -0.36], [-1.24, -0.20, -0.40], [-0.27, 0.70, -0.92], [-0.46, 2.10, -1.16], [0.18, 2.71, -2.28], [0.01, 4.07, -2.54], [-0.81, 4.85, -1.72], [-1.43, 4.28, -0.61], [-1.23, 2.93, -0.30], [-2.56, 0.14, 0.03], [-3.39, -0.81, 0.60], [-4.71, -2.72, 1.85], [-4.38, -3.81, 0.50], [-3.36, -3.87, 1.93], [-1.44, -3.58, 0.25], [0.07, -1.90, -0.77], [0.52, 0.22, -1.52], [0.78, 2.08, -2.94], [0.53, 4.51, -3.39], [-0.95, 5.91, -1.95], [-2.07, 4.88, 0.03], [-1.63, 2.51, 0.63], [-2.93, 1.16, -0.09], [-4.36, -0.53, 1.00]], "orbital_gap_ev": 5.18, "homo_energy_ha": -0.2444, "lumo_energy_ev": -1.5}